Record 1
C20H50O24S2V3 | wB97M-V/def2-TZVPD

Calculated values
Relative energy (zero: lowest compared OMol25 entry of this formula, charge and spin), kcal per mole: 0.0
Largest force on an atom, eV/Å: 3.962
Net charge: -1
DFT total energy, a.u.: -6226.2682
Orbital gap, eV: 7.04

Last column: Mulliken charge in e.
CARTESIAN COORDINATES (ANGSTROEM)
O (10.215, -13.562, -6.707)  -0.666
V (9.724, -12.600, -5.529)  1.185
O (10.643, -12.770, -4.237)  -0.424
O (7.529, -7.085, -4.854)  -0.557
V (8.082, -7.141, -6.341)  0.736
O (9.523, -6.480, -6.327)  -0.467
O (11.022, -9.952, -11.606)  -0.422
V (10.100, -10.232, -10.327)  1.036
O (9.122, -11.405, -10.794)  -0.654
S (8.294, -7.388, -10.014)  1.558
O (8.164, -7.268, -8.545)  -0.717
O (7.027, -7.310, -10.710)  -0.780
O (9.219, -6.335, -10.458)  -0.766
O (8.786, -8.704, -10.475)  -0.813
S (9.254, -10.271, -6.920)  0.896
O (10.429, -10.634, -6.169)  -0.938
O (9.545, -10.179, -8.349)  1.140
O (8.411, -11.414, -6.680)  -0.837
O (8.617, -9.103, -6.347)  0.317
C (8.368, -15.430, -4.767)  -1.068
O (8.064, -14.016, -4.969)  0.129
C (6.948, -13.681, -4.099)  -0.880
C (6.925, -12.149, -3.976)  0.182
O (8.257, -11.661, -3.729)  -0.347
C (8.234, -10.265, -3.277)  -0.552
H (9.056, -15.698, -5.568)  0.266
H (7.526, -16.121, -4.720)  0.339
H (9.051, -15.510, -3.922)  0.354
H (6.999, -14.138, -3.111)  0.564
H (5.996, -13.995, -4.526)  0.256
H (6.261, -11.817, -3.177)  0.708
H (6.515, -11.733, -4.897)  -0.374
H (9.264, -9.920, -3.376)  -0.092
H (7.907, -10.193, -2.239)  0.380
H (7.546, -9.645, -3.850)  0.278
C (12.622, -7.518, -4.996)  -0.297
O (13.240, -8.249, -3.997)  -0.499
C (12.645, -9.521, -3.788)  -0.248
C (13.421, -10.697, -4.450)  0.559
O (14.804, -10.629, -4.094)  -0.437
C (15.623, -11.265, -5.063)  -0.567
H (11.557, -7.344, -4.845)  0.191
H (12.756, -8.054, -5.936)  -0.005
H (13.087, -6.537, -5.088)  0.375
H (11.577, -9.495, -4.003)  -0.112
H (12.661, -9.564, -2.699)  0.413
H (13.345, -10.652, -5.537)  -0.472
H (12.899, -11.599, -4.130)  0.278
H (15.642, -12.354, -5.047)  0.291
H (16.661, -10.972, -4.902)  0.290
H (15.359, -10.885, -6.050)  0.169
C (11.826, -13.053, -9.925)  -0.918
O (11.679, -11.702, -9.662)  0.125
C (12.917, -11.043, -9.386)  -1.088
C (12.699, -9.695, -8.685)  0.407
O (11.996, -8.707, -9.409)  -0.492
C (11.641, -7.616, -8.619)  -0.758
H (11.864, -13.604, -8.985)  0.218
H (12.696, -13.213, -10.562)  0.329
H (10.913, -13.366, -10.433)  0.231
H (13.457, -10.897, -10.322)  0.427
H (13.595, -11.606, -8.744)  0.530
H (13.703, -9.415, -8.366)  0.640
H (12.134, -9.943, -7.787)  -0.522
H (10.959, -7.808, -7.791)  0.024
H (11.158, -6.740, -9.051)  0.299
H (12.556, -7.203, -8.194)  0.491
C (3.396, -11.333, -5.173)  -0.891
O (4.158, -12.339, -5.822)  0.127
C (3.373, -13.101, -6.772)  -0.758
C (4.202, -14.182, -7.512)  -0.437
O (4.988, -13.657, -8.575)  -0.534
C (5.934, -12.613, -8.365)  0.158
H (4.068, -10.524, -4.886)  0.195
H (2.821, -11.727, -4.335)  0.257
H (2.741, -10.896, -5.927)  0.414
H (2.864, -12.487, -7.515)  0.426
H (2.615, -13.578, -6.151)  0.468
H (3.431, -14.852, -7.894)  0.334
H (4.897, -14.731, -6.877)  0.162
H (6.712, -12.554, -9.126)  0.232
H (6.348, -12.833, -7.381)  -0.311
H (5.324, -11.709, -8.377)  0.133
C (5.577, -8.887, -7.515)  -0.797
O (5.966, -7.627, -6.974)  0.132
C (5.250, -6.520, -7.508)  -0.623
C (5.675, -5.216, -6.772)  -0.658
O (7.091, -5.090, -6.725)  -0.255
C (7.550, -4.214, -7.746)  -0.898
H (4.588, -9.065, -7.093)  0.339
H (6.264, -9.705, -7.295)  -0.015
H (5.473, -8.974, -8.596)  0.437
H (4.172, -6.657, -7.412)  0.468
H (5.508, -6.493, -8.566)  0.315
H (5.304, -5.273, -5.749)  0.299
H (5.318, -4.302, -7.246)  0.517
H (7.305, -3.175, -7.525)  0.299
H (7.175, -4.592, -8.697)  0.435
H (8.632, -4.322, -7.812)  0.187


Record 2
C20H51FNO5P2S3 | wB97M-V/def2-TZVPD

Calculated values
Largest force on an atom, eV/Å: 1.033
Net charge: -1
DFT total energy, a.u.: -3200.5968
Orbital gap, eV: 6.87

Last column: Mulliken charge in e.
CARTESIAN COORDINATES (ANGSTROEM)
C (-1.674, 3.246, 1.497)  -0.501
O (-0.555, 3.556, 2.295)  -0.448
C (0.631, 3.784, 1.551)  -0.890
C (1.419, 2.493, 1.349)  1.850
C (2.560, 2.234, 2.350)  -0.701
C (3.905, 1.887, 1.703)  -1.194
C (3.788, 0.815, 0.613)  1.271
C (4.660, -0.420, 0.836)  -1.106
C (4.146, -1.220, 2.047)  -0.592
C (3.306, -2.435, 1.642)  -1.298
C (1.847, -2.011, 1.455)  1.642
C (0.897, -3.120, 1.017)  -2.035
P (-0.531, -2.627, -0.198)  1.033
O (-1.681, -3.415, 0.871)  -0.797
S (-0.176, -4.771, -1.213)  -0.364
C (0.735, -1.846, -1.436)  -1.253
C (0.747, -0.370, -1.757)  -0.606
F (1.445, 0.385, -0.794)  -0.139
C (-1.951, -2.252, -1.442)  -0.739
C (-3.376, -2.158, -0.899)  -0.544
C (-4.294, -1.332, -1.797)  -0.698
O (-4.080, -1.500, -3.214)  -0.614
P (-0.951, -0.706, 0.975)  0.662
N (-1.954, 0.418, 0.416)  -0.511
H (-2.133, 4.151, 1.087)  0.323
H (-1.418, 2.571, 0.678)  0.237
H (-2.399, 2.727, 2.116)  0.155
H (1.208, 4.542, 2.078)  0.429
H (0.362, 4.189, 0.569)  0.335
H (0.692, 1.687, 1.444)  -0.833
H (1.784, 2.440, 0.323)  -0.471
H (2.270, 1.418, 3.012)  0.168
H (2.694, 3.112, 2.986)  0.574
H (4.568, 1.547, 2.501)  0.363
H (4.346, 2.803, 1.306)  0.340
H (2.764, 0.442, 0.613)  -1.032
H (3.956, 1.241, -0.371)  0.353
H (4.547, -1.042, -0.055)  0.448
H (5.721, -0.175, 0.889)  0.370
H (3.515, -0.560, 2.644)  0.327
H (4.968, -1.525, 2.696)  0.356
H (3.366, -3.191, 2.427)  0.333
H (3.686, -2.868, 0.716)  0.491
H (1.523, -1.613, 2.421)  0.638
H (1.853, -1.160, 0.777)  -1.345
H (1.470, -3.925, 0.562)  0.607
H (0.438, -3.545, 1.907)  0.360
H (-1.695, -4.346, 0.646)  0.379
H (-0.205, -4.569, -2.534)  0.093
H (1.761, -2.147, -1.215)  0.440
H (0.490, -2.330, -2.382)  0.833
H (-0.241, 0.068, -1.878)  0.281
H (1.289, -0.212, -2.696)  0.213
H (-1.698, -1.350, -2.005)  0.139
H (-1.955, -3.048, -2.179)  0.523
H (-3.783, -3.160, -0.789)  0.585
H (-3.400, -1.653, 0.061)  0.241
H (-5.336, -1.526, -1.573)  0.400
H (-4.116, -0.281, -1.545)  0.152
H (-3.649, -0.714, -3.531)  0.332
H (-1.391, -1.172, 2.233)  -0.175
H (0.240, -0.072, 1.365)  -0.443
H (-2.306, 0.149, -0.493)  0.033
C (-7.937, 0.134, 2.283)  -1.027
S (-6.976, 0.302, 0.770)  0.438
O (-6.161, -0.926, 0.640)  -0.518
C (-5.862, 1.566, 1.390)  -0.989
H (-8.664, -0.660, 2.123)  0.332
H (-7.271, -0.133, 3.103)  0.300
H (-8.454, 1.071, 2.492)  0.386
H (-5.342, 1.188, 2.270)  0.307
H (-6.428, 2.469, 1.625)  0.500
H (-5.135, 1.774, 0.607)  0.263
C (2.679, 2.117, -3.025)  -0.394
S (3.853, 0.872, -3.566)  0.621
O (5.116, 1.106, -2.820)  -0.652
C (4.105, 1.541, -5.217)  -1.043
H (2.424, 1.895, -1.990)  -0.506
H (3.138, 3.104, -3.100)  0.533
H (1.781, 2.057, -3.640)  0.462
H (4.471, 2.565, -5.142)  0.301
H (3.166, 1.505, -5.769)  0.348
H (4.847, 0.918, -5.713)  0.358